Entry 1:
Below is one molecule with the formula C20H33BFN2O8P, with properties calculated with wB97M-V/def2-TZVPD.

Results
**Net charge**: 0
**LUMO**: 0.34 eV
**Orbital gap**: 0.356 Eh
**Max |F|**: 0.0467 hartree/bohr
**SMILES**: CCOCC[C@H](OCC(=O)NC(=O)F)[C@@](C)(CC)O[C@@]([PH2]=O)(B(O)OCC)c1ccccn1
**2S+1**: 1
**E_tot**: -1959.4064 Eh
**Highest occupied orbital energy**: -9.4 eV

Geometry (Å):
C: -2.3139 1.3468 -4.8711
C: -3.0594 1.2443 -3.5384
O: -2.3591 2.0439 -2.5781
C: -2.5884 1.6212 -1.2344
C: -1.4160 0.7665 -0.7554
C: -0.6935 1.3148 0.4978
O: 0.6593 1.6573 0.2355
C: 0.7907 2.8922 -0.4096
C: 1.8065 2.8528 -1.5367
O: 1.6615 3.5926 -2.4854
N: 2.9549 1.9745 -1.3994
C: 3.0284 0.9694 -2.3714
O: 2.5100 0.9174 -3.4566
F: 3.8050 -0.0238 -1.9374
C: -0.8771 0.4906 1.7725
C: -0.3570 1.3436 2.9464
C: -2.4336 0.4367 1.9875
C: -3.0851 -0.9108 1.6894
O: -0.4743 -0.8556 1.7875
C: 0.8156 -1.2949 1.3568
P: 0.9768 -2.9730 2.1970
O: 2.3394 -3.5151 2.0209
B: 0.9518 -1.6634 -0.2062
O: 1.1313 -0.7384 -1.2007
O: 0.8288 -2.9801 -0.6271
C: -0.5276 -3.3520 -0.8938
C: -0.5919 -4.8479 -1.1591
C: 2.0125 -0.5605 1.9727
C: 2.9364 0.0283 1.1839
C: 4.0043 0.6770 1.7580
C: 4.0727 0.6519 3.1195
C: 3.0995 0.0028 3.8204
N: 2.0450 -0.6023 3.3081
H: -3.0298 1.4414 -5.6745
H: -1.6475 2.1977 -4.8379
H: -1.7216 0.4526 -5.0057
H: -4.0756 1.6227 -3.6046
H: -3.0232 0.2100 -3.2021
H: -2.7128 2.5348 -0.6570
H: -3.5323 1.0826 -1.1960
H: -0.6773 0.8232 -1.5452
H: -1.6726 -0.2812 -0.6476
H: -1.2028 2.2516 0.7150
H: -0.1295 3.2545 -0.8553
H: 1.1460 3.6630 0.2821
H: 3.8173 2.5067 -1.3939
H: 0.6456 1.7171 2.7867
H: -1.0698 2.1393 3.1128
H: -0.4130 0.7134 3.8263
H: -2.6306 0.6422 3.0320
H: -2.9310 1.2206 1.4274
H: -2.9877 -1.6158 2.5049
H: -2.7281 -1.3870 0.7850
H: -4.1511 -0.7451 1.5538
H: -0.0245 -3.8264 1.6890
H: 0.7013 -2.8083 3.5649
H: 0.6303 -1.0566 -1.9598
H: -0.8617 -2.8217 -1.7874
H: -1.1687 -3.1464 -0.0389
H: 0.1692 -5.3534 -0.5854
H: -0.4943 -5.0483 -2.2182
H: -1.5697 -5.2127 -0.8608
H: 2.8829 0.0562 0.1155
H: 4.7397 1.1615 1.1447
H: 4.8810 1.1348 3.6398
H: 3.1884 -0.0299 4.8971



Entry 2:
Below is one molecule with the formula F8Si3, with properties calculated with wB97M-V/def2-TZVPD.

Results
**Net charge**: 0
**LUMO**: -1.92 eV
**Orbital gap**: 0.343 Eh
**Max |F|**: 0.0825 hartree/bohr
**Energy relative to the best compared isomer or geometry (same formula, charge and spin)**: 116.9 kJ/mol
**SMILES**: F[Si](F)(F)[Si](F)(F)[Si](F)(F)F
**2S+1**: 1
**E_tot**: -1667.8867 Eh
**Highest occupied orbital energy**: -11.3 eV

Geometry (Å):
F: 0.0919 -1.8587 -2.5171
Si: -1.0818 -1.3315 -1.5432
F: -1.6623 -2.7202 -0.9583
F: -2.3561 -0.6791 -2.3551
Si: -0.0701 -0.2117 0.1586
F: -1.3569 0.2765 0.9495
F: 0.7605 -1.1088 1.2255
Si: 1.1225 1.4859 1.2311
F: 1.5333 1.7307 2.7543
F: 2.4480 1.4769 0.3339
F: 0.5710 2.9400 0.7209



Entry 3:
Below is C19H22N5PdS as an isolated structure, with properties calculated with wB97M-V/def2-TZVPD.

Results
**Net charge**: +1
**LUMO (spin up / spin down)**: -4.00 / -4.00 eV
**Orbital gap (spin up / spin down)**: 0.247 / 0.247 Eh
**Max |F|**: 0.0848 hartree/bohr
**Energy relative to the best compared isomer or geometry (same formula, charge and spin)**: 311.2 kJ/mol
**2S+1**: 1
**E_tot**: -1536.7853 Eh
**Highest occupied orbital energy (spin up / spin down)**: -10.7 / -10.7 eV

Geometry (Å):
Pd: -0.0271 -0.3774 0.2470
N: -0.8323 -2.3682 -0.8094
C: -0.1379 -3.3709 -1.5456
C: -0.8751 -4.5146 -1.8619
C: -0.3746 -5.4899 -2.6963
C: 0.9181 -5.3465 -3.1803
C: 1.6807 -4.2585 -2.8106
C: 1.1934 -3.2247 -1.9919
C: 2.0658 -2.0794 -1.6490
C: 3.4070 -2.0770 -2.0777
C: 4.2743 -1.0394 -1.8188
C: 3.8443 0.0830 -1.1323
C: 2.5322 0.1193 -0.6918
C: 1.6634 -0.9460 -0.9216
H: -1.5209 -2.7937 -0.1864
H: -1.3001 -1.7066 -1.4386
H: -1.8799 -4.6038 -1.4681
H: -0.9891 -6.3324 -2.9750
H: 1.3318 -6.0912 -3.8436
H: 2.6873 -4.2239 -3.1941
H: 3.8025 -2.9091 -2.6343
H: 5.2943 -1.0976 -2.1674
H: 4.5130 0.9095 -0.9508
H: 2.1821 1.0310 -0.1958
N: 0.9049 1.1983 2.2664
C: -0.3456 0.6902 2.3709
S: -0.5716 -0.9948 2.5013
N: -1.4178 1.4987 2.4787
C: -1.5425 2.9038 2.5937
C: -2.6616 3.4963 2.0092
C: -2.8784 4.8571 2.1196
C: -1.9806 5.6458 2.8214
C: -0.8879 5.0570 3.4360
C: -0.6613 3.6933 3.3274
H: 1.6847 0.5596 2.3658
H: 1.0756 2.1900 2.3301
H: -2.2961 0.9946 2.4969
H: -3.3869 2.8829 1.4928
H: -3.7613 5.2963 1.6787
H: -2.1495 6.7079 2.9088
H: -0.2113 5.6600 4.0232
H: 0.1690 3.2553 3.8625
N: -2.3999 0.4776 -0.7227
N: -1.3849 1.5151 -0.7596
H: -3.0835 0.5659 -1.4822
H: -2.9131 0.5689 0.1554
H: -1.7596 2.4527 -0.5747
H: -0.9939 1.5343 -1.7040



Entry 4:
Below is C6H10BaO13 as an isolated structure, with properties calculated with wB97M-V/def2-TZVPD.

Results
**Net charge**: -2
**LUMO**: 4.63 eV
**Orbital gap**: 0.204 Eh
**Max |F|**: 0.1751 hartree/bohr
**Energy relative to the best compared isomer or geometry (same formula, charge and spin)**: 1129.3 kJ/mol
**2S+1**: 1
**E_tot**: -1238.1156 Eh
**Highest occupied orbital energy**: -0.9 eV

Geometry (Å):
Ba: -0.3002 0.6332 0.6985
O: 1.7118 -1.0941 -1.9637
C: 1.0200 -0.9602 -0.8838
O: -0.1539 -1.0525 -0.6767
O: 1.7032 -0.5577 0.0370
H: 2.4852 -0.6770 -1.5770
O: 1.6905 1.8258 -2.3692
C: 1.4619 2.1508 -1.0714
O: 2.4603 2.3209 -0.4507
O: 0.3479 2.1523 -0.5920
H: 2.5558 1.4326 -2.2346
O: 2.2268 2.8531 2.3699
C: 1.3908 1.8522 2.1289
O: 1.7625 0.7939 1.6390
O: 0.2019 2.0455 2.4071
H: 1.4508 3.2734 2.7479
O: -1.2000 -2.5008 1.7269
C: 0.0650 -2.0222 1.9983
O: 0.8901 -2.8873 2.1711
O: 0.3282 -0.8136 2.0783
H: -0.8248 -3.3822 1.6647
C: -2.7788 -1.1443 -0.3304
C: -2.4192 -0.4327 -1.6254
O: -1.4672 0.5900 -1.2896
H: -3.3325 -2.0832 -0.3291
H: -3.0822 -0.3473 0.3484
H: -1.8531 -1.5013 0.1209
H: -3.2981 -0.1653 -2.2120
H: -2.1066 -1.0602 -2.4600
H: -0.9363 0.7584 -2.0715



Entry 5:
Below is C26H58P4SeTm as an isolated structure, with properties calculated with wB97M-V/def2-TZVPD.

Results
**Net charge**: +3
**LUMO (spin up / spin down)**: -12.45 / -12.45 eV
**Orbital gap (spin up / spin down)**: 0.107 / 0.107 Eh
**Max |F|**: 0.0496 hartree/bohr
**Expectation value of S²**: 2.00
**2S+1**: 3
**E_tot**: -5876.5249 Eh
**Highest occupied orbital energy (spin up / spin down)**: -15.4 / -15.4 eV

Geometry (Å):
Tm: -0.5837 -0.0177 -0.7233
P: -3.2938 -0.5357 -0.7183
P: -0.1513 -2.7506 -1.0674
P: -0.3861 2.7853 -0.7791
H: 4.8331 -0.3261 0.3850
C: 4.3960 0.3550 -0.3691
C: 4.6101 1.7995 -0.1401
H: 4.1494 2.2728 0.7198
C: -4.0848 -1.0182 -2.3107
C: -4.1467 -1.7375 0.3755
C: -4.2536 0.9998 -0.3644
C: 1.5395 -3.3364 -1.4555
C: -0.6590 -3.8783 0.2843
C: -1.0842 -3.4555 -2.4804
C: 1.3500 3.3782 -0.8776
C: -1.0509 3.9093 0.5114
C: -1.1025 3.5574 -2.2824
H: 4.7646 0.0496 -1.3660
H: 5.3161 2.3459 -0.7607
H: -5.1420 -0.7182 -2.2754
H: -4.0161 -2.1037 -2.4549
H: -3.5840 -0.5193 -3.1512
H: -5.2247 -1.5219 0.3742
H: -3.7665 -1.6755 1.4016
H: -3.9817 -2.7559 0.0013
H: -5.2452 0.9048 -0.8308
H: -3.7360 1.8735 -0.7887
H: -4.3688 1.1443 0.7183
H: 1.4766 -4.3631 -1.8432
H: 2.1737 -3.3195 -0.5596
H: 1.9853 -2.6867 -2.2211
H: -0.2449 -4.8796 0.1009
H: -1.7545 -3.9364 0.3334
H: -0.2829 -3.5002 1.2447
H: -0.6114 -4.4049 -2.7669
H: -1.0524 -2.7525 -3.3240
H: -2.1305 -3.6290 -2.1983
H: 1.4009 4.2427 -1.5534
H: 2.0048 2.5850 -1.2638
H: 1.7147 3.6645 0.1178
H: -1.2607 4.8990 0.0795
H: -0.3320 4.0152 1.3343
H: -1.9856 3.4941 0.9122
H: -0.5523 4.4786 -2.5183
H: -2.1630 3.7861 -2.1138
H: -1.0253 2.8504 -3.1210
C: 0.6501 0.1606 -4.4079
C: 1.9646 -0.0700 -3.9555
C: 3.0255 -0.0996 -4.8678
C: 2.7978 0.1251 -6.2340
C: 1.4922 0.3819 -6.6835
C: 0.4255 0.3912 -5.7815
Se: -0.8618 0.1489 -3.2137
H: 3.2511 0.1758 -0.3637
H: 2.1399 -0.2373 -2.8891
H: 4.0389 -0.3008 -4.5156
H: 3.6282 0.1018 -6.9430
H: 1.3029 0.5725 -7.7417
H: -0.5950 0.5694 -6.1242
C: 2.4617 -1.4277 1.9137
C: 1.2641 -1.3866 2.8669
C: 1.7549 -1.1889 4.3070
P: -0.0168 -0.1939 2.2260
C: -1.6416 -0.6997 3.0086
C: -1.5674 -1.3659 4.3836
C: -2.6525 0.4573 2.9937
C: 0.4419 1.4682 2.9533
C: 0.1747 1.6639 4.4485
C: 1.8789 1.8698 2.5903
H: 3.0220 -0.4824 1.9260
H: 2.1728 -1.6377 0.8745
H: 3.1536 -2.2236 2.2267
H: 0.7443 -2.3590 2.8179
H: 2.3785 -0.2928 4.4191
H: 0.9509 -1.1645 5.0504
H: 2.3928 -2.0485 4.5624
H: -1.9778 -1.4765 2.2981
H: -1.2259 -0.6726 5.1650
H: -2.5801 -1.6925 4.6641
H: -0.9288 -2.2573 4.3896
H: -2.4595 1.1985 2.2033
H: -3.6613 0.0561 2.8219
H: -2.6735 0.9872 3.9571
H: -0.2414 2.1473 2.4135
H: 0.7852 1.0047 5.0768
H: 0.4495 2.6966 4.7098
H: -0.8766 1.5339 4.7259
H: 2.1559 1.6314 1.5523
H: 1.9814 2.9605 2.7042
H: 2.6217 1.4065 3.2564



Entry 6:
Below is C18H23F6N3O5S6SiZr as an isolated structure, with properties calculated with wB97M-V/def2-TZVPD.

Results
**Net charge**: -2
**LUMO**: 4.52 eV
**Orbital gap**: 0.232 Eh
**Max |F|**: 0.0693 hartree/bohr
**Energy relative to the best compared isomer or geometry (same formula, charge and spin)**: 180.3 kJ/mol
**2S+1**: 1
**E_tot**: -4565.2567 Eh
**Highest occupied orbital energy**: -1.8 eV

Geometry (Å):
Zr: 0.1854 0.1148 0.2235
F: 4.2117 -0.6841 2.6417
C: 3.7809 0.5592 2.2978
F: 2.9534 0.9495 3.3190
F: 4.8596 1.3730 2.3698
S: 2.9403 0.5103 0.4762
O: 1.8373 -0.3248 1.2381
O: 4.2411 0.0262 0.0348
N: 2.7542 2.2144 0.8148
S: 1.3868 2.8395 0.9926
O: 0.2622 2.1812 0.2082
O: 1.3598 4.2720 0.9809
C: 0.5301 2.5107 2.6382
F: -0.6206 3.1870 2.6019
F: 1.1870 2.8751 3.7168
F: 0.1927 1.1936 2.7356
O: -3.2601 -4.5006 -4.0402
C: -2.6044 -3.7012 -3.4025
S: -1.2261 -4.1307 -2.3975
C: -0.8557 -2.5134 -1.8139
C: -1.6284 -1.5190 -2.2703
S: -1.4386 0.1731 -1.9067
S: -2.9260 -1.9691 -3.3646
S: 0.4907 -2.3211 -0.7249
C: -2.6589 -2.1973 3.7101
Si: -1.6060 -1.9476 2.1439
C: -2.1727 -3.4334 1.1568
C: 0.0804 -2.3020 2.8781
N: -1.6551 -0.4256 1.2771
C: -2.5638 0.6286 1.5679
C: -2.7176 1.7487 0.7283
C: -3.5865 2.7901 1.0169
C: -4.3683 2.7890 2.1616
C: -4.2468 1.6997 3.0121
C: -3.3767 0.6587 2.7228
H: -2.4075 -3.2040 4.0632
H: -3.7365 -2.1687 3.5109
H: -2.4348 -1.4958 4.5217
H: -2.5261 -4.2017 1.8564
H: -1.3603 -3.8557 0.5647
H: -2.9941 -3.1860 0.4743
H: 0.0421 -3.2951 3.3424
H: 0.3341 -1.5673 3.6500
H: 0.8962 -2.3143 2.1590
H: -2.1593 1.8255 -0.1844
H: -3.6425 3.6216 0.3221
H: -5.0408 3.6088 2.3863
H: -4.8331 1.6525 3.9247
H: -3.3154 -0.1484 3.4244
C: 1.5262 0.9329 -3.2304
C: 2.6377 0.6804 -2.2242
C: 3.3806 -0.5843 -2.6856
C: 3.5781 1.8974 -2.2732
N: 2.0136 0.4964 -0.8892
H: 1.9755 1.1463 -4.2058
H: 0.9051 1.7784 -2.9321
H: 0.8792 0.0631 -3.3238
H: 3.6587 -0.4794 -3.7409
H: 2.7175 -1.4459 -2.5768
H: 4.2728 -0.7586 -2.0912
H: 3.9975 1.9902 -3.2797
H: 4.3979 1.8006 -1.5636
H: 3.0277 2.8116 -2.0361



Entry 7:
Below is one molecule with the formula C3H8N4O, with properties calculated with wB97M-V/def2-TZVPD.

Results
**Net charge**: 0
**LUMO (spin up / spin down)**: -1.13 / -1.13 eV
**Orbital gap (spin up / spin down)**: 0.289 / 0.290 Eh
**Max |F|**: 0.0333 hartree/bohr
**Energy relative to the best compared isomer or geometry (same formula, charge and spin)**: 427.2 kJ/mol
**2S+1**: 1
**E_tot**: -413.2533 Eh
**Highest occupied orbital energy (spin up / spin down)**: -9.0 / -9.0 eV

Geometry (Å):
C: -2.6179 -0.0519 0.2496
N: -1.1816 -0.1975 0.3715
C: -0.4094 0.6661 -0.3115
O: -0.6305 1.6154 -1.0043
H: -3.0868 -0.9471 0.6604
H: -2.9391 0.1204 -0.7825
H: -2.9587 0.7945 0.8567
C: 1.0967 -0.0847 -0.1954
N: 1.8901 0.2908 -1.3121
N: 1.6781 0.2272 1.0893
N: 0.3831 -1.2684 -0.4177
H: 2.2656 1.2226 -1.2045
H: 2.6143 -0.3794 -1.5274
H: 1.0463 0.0255 1.8551
H: 2.5678 -0.2401 1.2229
H: 0.2820 -1.7935 0.4499



Entry 8:
Below is C2H4N2O3S as an isolated structure, with properties calculated with wB97M-V/def2-TZVPD.

Results
**Net charge**: 0
**LUMO**: 0.33 eV
**Orbital gap**: 0.374 Eh
**Max |F|**: 0.0869 hartree/bohr
**Energy relative to the best compared isomer or geometry (same formula, charge and spin)**: 142.7 kJ/mol
**2S+1**: 1
**E_tot**: -811.9895 Eh
**Highest occupied orbital energy**: -9.9 eV

Geometry (Å):
C: -0.8032 0.5703 0.0542
C: 0.3242 -1.3825 -0.1113
N: 0.4285 1.1056 -0.1580
N: -1.8486 1.3691 0.1582
O: 2.4346 -0.1817 -1.0681
O: 2.1037 0.1280 1.3312
O: -0.8909 -0.7402 0.2163
S: 1.5350 -0.0728 0.0510
H: 0.4287 -2.1456 0.6008
H: 0.4678 -1.8747 -1.0459
H: -1.3631 2.2420 -0.0942
H: -2.8167 0.9825 0.0657